# 1
The following is a DFT calculation (ωB97M-V/def2-TZVPD) of a molecular structure, C3H6OS in a non-equilibrium geometry.

spin multiplicity = 1
LUMO energy = -1.4 eV
gap between HOMO and LUMO = 0.2746 hartree
max |F| = 5.90 eV/Å
electronic energy = -16084.975 eV
energy relative to the best compared isomer or geometry (same formula, charge and spin) = 138.7 kcal per mole

Last column: Löwdin charge in e.
CARTESIAN COORDINATES (ANGSTROEM)
C 0.50 0.97 -0.21  -0.583
C -0.70 0.22 0.46  -0.514
C -2.04 0.29 -0.08  -0.119
H 2.75 0.88 1.01  0.108
H 1.24 1.94 0.24  0.129
H 0.31 1.01 -1.29  0.044
H -0.59 0.13 1.50  0.110
H -2.82 0.28 0.63  0.092
H -2.17 0.68 -1.18  0.158
O -1.30 -0.89 -0.09  -0.056
S 1.57 -0.42 -0.08  0.630

# 2
The following is a DFT calculation (ωB97M-V/def2-TZVPD) of C3H6OS in the gas phase in a non-equilibrium geometry.

spin multiplicity = 1
LUMO energy = 0.7 eV
gap between HOMO and LUMO = 0.3606 hartree
max |F| = 8.66 eV/Å
electronic energy = -16086.594 eV
energy relative to the best compared isomer or geometry (same formula, charge and spin) = 101.4 kcal per mole

Last column: Löwdin charge in e.
CARTESIAN COORDINATES (ANGSTROEM)
C -0.03 1.29 -0.12  -0.108
C -0.51 -0.17 0.54  -0.794
S -1.91 -0.92 0.02  0.752
C 0.85 -0.82 0.20  -0.307
O 0.92 -1.99 -0.04  0.033
H -0.94 2.24 -0.34  0.179
H 0.87 1.41 0.30  -0.036
H 0.65 0.98 -1.10  0.110
H -0.43 0.13 1.43  0.006
H -1.14 -2.03 -0.84  0.047
H 1.67 -0.12 -0.04  0.119

# 3
The following is a DFT calculation (ωB97M-V/def2-TZVPD) of C3H6OS in the gas phase in a non-equilibrium geometry.

spin multiplicity = 1
LUMO energy = 0.8 eV
gap between HOMO and LUMO = 0.3698 hartree
max |F| = 3.80 eV/Å
electronic energy = -16089.210 eV
energy relative to the best compared isomer or geometry (same formula, charge and spin) = 41.1 kcal per mole

Last column: Löwdin charge in e.
CARTESIAN COORDINATES (ANGSTROEM)
O 1.82 -1.30 -0.05  0.075
C 1.38 -0.35 0.49  -0.309
C 0.46 0.39 -0.38  -0.288
C -0.97 0.64 0.11  -0.557
S -1.88 -0.97 0.13  0.625
H 1.52 -0.09 1.49  0.111
H 0.45 -0.23 -1.33  0.120
H 1.00 1.29 -0.58  0.108
H -1.66 1.58 -0.17  0.111
H -0.81 0.79 1.26  0.080
H -1.31 -1.75 -0.96  -0.076

# 4
The following is a DFT calculation (ωB97M-V/def2-TZVPD) of C3H6OS in the gas phase in a non-equilibrium geometry.

spin multiplicity = 1
LUMO energy = 0.6 eV
gap between HOMO and LUMO = 0.3384 hartree
max |F| = 3.81 eV/Å
electronic energy = -16088.968 eV
energy relative to the best compared isomer or geometry (same formula, charge and spin) = 46.7 kcal per mole

Last column: Löwdin charge in e.
CARTESIAN COORDINATES (ANGSTROEM)
C -1.98 -0.17 0.07  -0.108
C -0.58 -0.69 0.08  -0.267
C 0.46 0.09 -0.02  -0.243
S 2.44 -0.59 0.02  0.768
O 3.21 0.85 0.21  -0.542
H -2.51 -0.50 0.96  0.072
H -2.00 0.92 0.03  0.071
H -2.51 -0.55 -0.80  0.074
H -0.47 -1.76 0.18  0.098
H 0.50 1.16 -0.10  0.050
H 3.43 1.24 -0.64  0.028

# 5
The following is a DFT calculation (ωB97M-V/def2-TZVPD) of C3H6OS2 in the gas phase in a non-equilibrium geometry.

spin multiplicity = 1
LUMO energy = -0.5 eV
gap between HOMO and LUMO = 0.3135 hartree
max |F| = 5.22 eV/Å
electronic energy = -26922.344 eV
energy relative to the best compared isomer or geometry (same formula, charge and spin) = 94.5 kcal per mole

Last column: Löwdin charge in e.
CARTESIAN COORDINATES (ANGSTROEM)
C 2.48 -0.24 0.17  -0.517
S 1.00 -1.15 -0.13  0.785
C -0.31 0.05 0.19  -0.477
O -1.60 -0.72 -0.25  -0.341
C -2.85 0.01 -0.44  -0.613
S -4.28 -0.74 0.17  0.579
H 2.83 0.27 1.18  0.079
H 2.44 0.73 -0.63  0.089
H 3.32 -0.77 -0.36  0.031
H -0.20 1.04 -0.43  0.102
H -0.25 0.34 1.40  0.139
H -2.58 1.18 -0.86  0.145

# 6
The following is a DFT calculation (ωB97M-V/def2-TZVPD) of 2 unconnected molecules or ions with the total composition C3H6OS2 in a non-equilibrium geometry.

spin multiplicity = 1
LUMO energy (alpha / beta) = -0.2 / -0.2 eV
gap between HOMO and LUMO (alpha / beta) = 0.2846 / 0.2845 hartree
max |F| = 5.95 eV/Å
electronic energy = -26921.641 eV
energy relative to the best compared isomer or geometry (same formula, charge and spin) = 110.7 kcal per mole

Last column: Löwdin charge in e.
CARTESIAN COORDINATES (ANGSTROEM)
C 1.00 -0.40 0.10  -0.837
C -0.74 -0.92 1.34  0.084
C -0.91 1.31 -1.13  -0.288
O 3.44 -0.91 -0.30  -0.616
S 2.37 -1.25 0.61  0.783
S 0.65 0.27 -1.40  0.831
H -1.36 -1.16 0.52  0.001
H -0.07 -1.54 1.99  0.039
H -1.06 -0.03 1.68  -0.027
H -1.66 0.68 -1.01  -0.025
H -0.97 1.86 -2.00  0.000
H -0.68 2.08 -0.40  0.055